Formula: C4H4ClNO2
Source: the Open Molecules 2025 dataset
Level of theory: ωB97M-V/def2-TZVPD

Properties
SMILES string: O=C1ON=C[C@@H]1CCl
Calculated total energy: -22318.70151 eV
Charge: 0
Frontier orbital gap: 11.1230 eV

Geometry as XYZ:
```
12
C4H4ClNO2 | the Open Molecules 2025 dataset | ωB97M-V/def2-TZVPD
O -1.499 1.880 -0.140
C -1.279 0.711 -0.095
O -2.209 -0.205 0.246
N -1.607 -1.452 0.126
C -0.388 -1.368 -0.188
C 0.014 0.049 -0.432
C 1.245 0.539 0.423
Cl 2.905 -0.015 -0.042
H 0.235 -2.211 -0.331
H 0.196 0.240 -1.491
H 1.087 0.178 1.478
H 1.299 1.654 0.446
```

Formula: C2H5ClN2O
Source: the Open Molecules 2025 dataset
Level of theory: ωB97M-V/def2-TZVPD

Properties
SMILES string: CON1N[C@H]1Cl
Calculated total energy: -19700.31256 eV
Charge: 0
Frontier orbital gap: 11.1181 eV

Geometry as XYZ:
```
11
C2H5ClN2O | the Open Molecules 2025 dataset | ωB97M-V/def2-TZVPD
C -1.787 0.512 -0.271
O -0.652 0.403 0.604
N 0.464 0.163 -0.259
N 0.875 -1.204 -0.110
C 1.600 -0.156 0.451
Cl 3.188 0.300 -0.128
H -2.533 1.191 0.360
H -2.029 -0.543 -0.350
H -1.618 1.110 -1.141
H 1.043 -1.758 -0.915
H 1.449 -0.018 1.759
```

Formula: CHClI2
Source: the Open Molecules 2025 dataset
Level of theory: ωB97M-V/def2-TZVPD

Properties
Calculated total energy: -29772.10219 eV
Charge: 0
Frontier orbital gap (spin up / spin down): 7.6901 / 8.3403 eV

Geometry as XYZ:
```
5
CHClI2 | the Open Molecules 2025 dataset | ωB97M-V/def2-TZVPD
C 0.237 0.037 0.248
Cl 0.068 0.043 1.910
I 0.716 1.773 -0.662
I 1.115 -1.564 -0.821
H -2.136 -0.289 -0.676
```

Formula: C23H62N16O9PS
Source: the Open Molecules 2025 dataset
Level of theory: ωB97M-V/def2-TZVPD

Properties
Calculated total energy: -87249.83413 eV
Charge: +1
Frontier orbital gap: 8.0519 eV

Geometry as XYZ:
```
112
C23H62N16O9PS | the Open Molecules 2025 dataset | ωB97M-V/def2-TZVPD
C 3.637 -4.377 2.518
C 3.376 -3.424 1.841
C 3.244 -2.276 0.931
P 4.137 -2.580 -0.639
C 5.037 -1.043 -1.101
C 4.789 -0.635 -2.564
C 3.350 -0.114 -2.860
C 2.498 0.190 -1.624
C 1.162 0.846 -2.031
C 0.249 -0.139 -2.771
C -0.721 -0.982 -1.880
C -0.557 -0.853 -0.369
O -1.321 0.243 0.100
C -1.724 0.119 1.451
C 3.032 -3.171 -1.938
S 2.062 -4.604 -1.318
C 0.635 -4.592 -2.450
C -0.655 -4.973 -1.727
H 3.811 -5.224 3.142
H 2.198 -2.023 0.761
H 3.741 -1.428 1.412
H 5.043 -3.619 -0.381
H 4.840 -0.254 -0.381
H 6.097 -1.295 -0.991
H 5.535 0.105 -2.848
H 4.999 -1.505 -3.191
H 3.441 0.817 -3.420
H 2.888 -0.824 -3.544
H 2.282 -0.689 -1.010
H 3.068 0.878 -0.991
H 0.671 1.344 -1.195
H 1.440 1.639 -2.733
H 0.816 -0.822 -3.405
H -0.366 0.446 -3.458
H -0.551 -2.033 -2.122
H -1.745 -0.778 -2.174
H 0.490 -0.803 -0.041
H -0.976 -1.767 0.074
H -1.454 1.044 1.972
H -1.276 -0.731 1.968
H -2.810 0.027 1.550
H 3.574 -3.473 -2.835
H 2.311 -2.410 -2.234
H 0.503 -3.602 -2.888
H 0.805 -5.309 -3.251
H -1.414 -5.116 -2.499
H -1.019 -4.193 -1.061
H -0.577 -5.915 -1.186
C 6.851 -2.346 3.359
O 5.880 -1.743 3.787
N 8.122 -2.079 3.763
N 6.727 -3.359 2.440
H 8.927 -2.573 3.426
H 8.245 -1.353 4.443
H 5.793 -3.589 2.141
H 7.506 -3.873 2.071
C -3.221 -2.702 -4.581
O -2.295 -2.830 -3.792
N -3.123 -1.925 -5.699
N -4.422 -3.321 -4.402
H -3.869 -1.803 -6.357
H -2.253 -1.454 -5.858
H -4.526 -3.895 -3.587
H -5.194 -3.228 -5.033
C 6.575 -5.809 5.717
O 7.161 -6.470 4.874
N 6.508 -6.183 7.028
N 5.940 -4.640 5.402
H 6.033 -5.654 7.734
H 6.967 -7.037 7.285
H 5.987 -4.346 4.446
H 5.451 -4.067 6.063
C -6.023 2.044 2.822
O -7.132 1.533 2.922
N -5.217 1.816 1.746
N -5.507 2.878 3.769
H -4.312 2.229 1.635
H -5.575 1.221 1.022
H -6.079 3.061 4.571
H -4.595 3.309 3.704
C 1.972 4.722 -1.940
O 2.401 4.143 -2.923
N 2.217 4.284 -0.664
N 1.214 5.852 -2.031
H 1.878 4.747 0.156
H 2.774 3.458 -0.563
H 1.018 6.198 -2.952
H 0.851 6.345 -1.239
C -7.199 2.152 -1.656
O -6.253 1.991 -0.904
N -7.131 2.950 -2.762
N -8.412 1.561 -1.438
H -7.899 3.102 -3.387
H -6.258 3.413 -2.945
H -8.500 0.980 -0.624
H -9.206 1.683 -2.038
C -6.938 6.338 -1.345
O -6.649 6.252 -2.530
N -6.570 7.411 -0.582
N -7.644 5.372 -0.693
H -6.794 7.503 0.390
H -6.051 8.139 -1.035
H -7.926 4.576 -1.233
H -7.888 5.415 0.278
C -1.832 4.715 3.935
O -2.934 4.198 4.023
N -1.017 4.523 2.854
N -1.333 5.524 4.910
H -0.111 4.938 2.767
H -1.359 3.935 2.117
H -1.910 5.682 5.715
H -0.433 5.960 4.864
```

Formula: C17H22N3O4PPd
Source: the Open Molecules 2025 dataset
Level of theory: ωB97M-V/def2-TZVPD

Properties
Calculated total energy: -43414.03067 eV
Charge: -1
Multiplicity: 2
Frontier orbital gap (spin up / spin down): 3.9655 / 5.9139 eV

Geometry as XYZ:
```
48
C17H22N3O4PPd | the Open Molecules 2025 dataset | ωB97M-V/def2-TZVPD
Pd -0.228 0.111 0.015
N 0.275 0.400 2.666
C 0.237 1.777 2.882
C 0.055 2.273 4.176
C -0.036 3.642 4.398
C 0.068 4.527 3.343
C 0.282 4.062 2.027
C 0.442 4.956 0.927
C 0.697 4.410 -0.350
C 0.751 3.056 -0.519
N 0.563 2.140 0.484
C 0.354 2.657 1.781
H 0.483 -0.204 3.440
H 0.572 0.096 1.741
H -0.022 1.572 5.001
H -0.187 4.011 5.406
H -0.008 5.597 3.508
H 0.395 6.025 1.094
H 0.856 5.050 -1.211
H 0.937 2.631 -1.500
O 1.939 -1.466 0.117
N 3.066 -0.856 0.002
C 4.091 -1.471 -0.633
C 5.317 -0.853 -0.783
C 5.508 0.424 -0.291
C 4.450 1.047 0.337
C 3.233 0.401 0.480
H 3.846 -2.459 -0.989
H 6.103 -1.390 -1.296
H 6.460 0.925 -0.408
H 4.528 2.055 0.722
H 2.350 0.850 0.912
C -1.194 -1.524 -2.078
O -2.490 -1.142 -1.636
P -2.514 -0.473 -0.118
O -3.491 0.815 -0.344
C -2.932 2.132 -0.430
O -3.723 -1.482 0.381
C -4.358 -1.147 1.607
H -1.135 -1.369 -3.156
H -1.000 -2.572 -1.843
H -0.418 -0.890 -1.583
H -3.642 2.730 -1.001
H -1.961 2.138 -0.921
H -2.805 2.558 0.566
H -5.075 -1.937 1.824
H -4.883 -0.193 1.534
H -3.633 -1.090 2.426
```

Formula: C36H46Br8ClF5N2O2
Source: the Open Molecules 2025 dataset
Level of theory: ωB97M-V/def2-TZVPD

Properties
Calculated total energy: -631589.19881 eV
Charge: 0
Frontier orbital gap: 6.5267 eV

Geometry as XYZ:
```
100
C36H46Br8ClF5N2O2 | the Open Molecules 2025 dataset | ωB97M-V/def2-TZVPD
C 1.565 -4.657 4.932
C 2.533 -3.474 5.503
C 1.943 -2.012 5.157
C 0.836 -1.505 6.248
C 1.123 -0.003 6.740
C 0.602 1.158 5.751
C -0.321 0.660 4.549
N -1.715 0.511 4.795
C -2.459 0.101 3.634
C -4.018 -0.084 3.819
C -4.888 -0.500 2.618
C -6.470 -0.710 2.892
F -7.149 -0.843 1.619
F -7.034 0.319 3.700
C -6.588 -2.175 3.580
C -7.213 -2.442 4.971
C -7.197 -3.932 5.470
C -6.583 -5.109 4.630
C -5.949 -4.813 3.243
C -5.249 -5.908 2.301
F -3.929 -6.115 2.849
F -5.006 -5.397 0.977
F -5.985 -7.125 2.261
C -5.970 -3.352 2.731
C -4.255 -0.737 1.207
C -2.723 -0.553 1.062
C -2.125 -0.837 -0.420
C -1.667 -2.401 -0.400
C -0.722 -2.791 -1.663
C 0.828 -2.899 -1.253
O 1.572 -1.996 -2.135
C 2.693 -1.443 -1.435
C 2.446 -0.341 -0.306
O 3.917 -1.784 -1.696
C -1.770 -0.146 2.270
N -0.366 -0.053 1.965
C 0.300 0.363 3.151
Cl 2.128 0.600 3.003
H 2.154 -5.417 4.309
H 0.757 -4.150 4.291
H 1.134 -5.186 5.858
H 2.731 -3.650 6.614
H 3.534 -3.598 4.933
H 1.515 -2.007 4.098
H 2.856 -1.297 5.164
H -0.238 -1.708 5.918
H 1.016 -2.185 7.172
H 2.264 0.138 6.852
H 0.694 0.106 7.802
H -0.063 1.857 6.394
H 1.452 1.824 5.365
H -4.466 0.087 4.859
H -7.634 -1.574 5.600
H -7.622 -4.213 6.503
H -6.557 -6.183 5.029
H -5.499 -3.108 1.708
H -4.958 -1.040 0.361
H -2.967 -0.760 -1.211
H -1.239 -0.159 -0.673
H -1.017 -2.514 0.552
H -2.540 -3.125 -0.272
H -1.034 -3.799 -2.124
H -0.848 -1.983 -2.475
H 1.004 -2.717 -0.138
H 1.225 -3.964 -1.479
H 3.434 0.124 0.051
H 1.776 0.498 -0.732
H 1.909 -0.868 0.566
Br 4.503 -3.444 -6.467
C 3.925 -1.582 -6.515
C 4.476 -0.807 -5.341
Br 3.492 -1.205 -3.697
H 2.836 -1.589 -6.554
H 4.315 -1.188 -7.455
H 4.348 0.266 -5.496
H 5.526 -1.018 -5.140
Br 6.610 0.819 -7.372
C 6.028 2.678 -7.418
C 6.578 3.453 -6.247
Br 5.598 3.050 -4.611
H 4.938 2.670 -7.456
H 6.416 3.075 -8.358
H 6.447 4.526 -6.400
H 7.630 3.245 -6.047
Br 2.729 7.814 -5.679
C 4.019 6.660 -6.574
C 3.401 5.967 -7.763
Br 2.266 4.485 -7.205
H 4.402 5.968 -5.822
H 4.824 7.326 -6.891
H 4.173 5.514 -8.388
H 2.786 6.627 -8.375
Br -0.940 6.592 -4.631
C -1.523 8.451 -4.674
C -0.975 9.224 -3.500
Br -1.957 8.819 -1.866
H -2.612 8.442 -4.714
H -1.133 8.849 -5.612
H -1.106 10.297 -3.651
H 0.077 9.016 -3.299
```

Formula: C29H31Br4Ge2NO6Ta
Source: the Open Molecules 2025 dataset
Level of theory: ωB97M-V/def2-TZVPD

Properties
Calculated total energy: -439078.59216 eV
Charge: +3
Frontier orbital gap: 5.1035 eV

Geometry as XYZ:
```
74
C29H31Br4Ge2NO6Ta | the Open Molecules 2025 dataset | ωB97M-V/def2-TZVPD
Ta -0.663 -0.559 -1.482
O -0.239 1.489 -5.506
C -0.678 1.135 -4.333
O -0.152 1.348 -3.257
C -2.007 0.439 -4.352
C -2.909 0.429 -5.411
C -4.173 -0.097 -5.193
C -4.508 -0.575 -3.923
C -3.538 -0.538 -2.943
N -2.305 -0.058 -3.159
C -3.675 -0.952 -1.521
O -4.744 -1.399 -0.972
O -2.657 -0.801 -0.801
H 0.618 1.951 -5.444
H -2.625 0.844 -6.368
H -4.905 -0.114 -5.990
H -5.503 -0.962 -3.740
H -5.517 -1.484 -1.558
C -2.396 3.915 -0.057
C -2.270 2.514 -0.675
Ge -0.468 1.823 -0.273
C 0.970 2.962 -0.918
C 2.325 2.256 -0.936
C -0.282 1.509 1.630
C 0.357 0.673 2.448
Ge 1.437 -0.912 2.035
C 3.309 -0.491 1.730
C 4.113 -0.352 3.036
C 0.465 -2.564 2.363
C -0.971 -2.324 2.829
C 0.364 0.846 3.937
C -0.188 1.961 4.573
C -0.155 2.077 5.951
C 0.426 1.086 6.732
C 0.985 -0.028 6.127
C 0.947 -0.130 4.746
H -3.366 4.344 -0.308
H -1.631 4.595 -0.430
H -2.328 3.887 1.030
H -2.387 2.562 -1.760
H -3.025 1.838 -0.271
H 0.994 3.820 -0.241
H 0.690 3.334 -1.902
H 2.653 2.006 0.075
H 3.090 2.901 -1.368
H 2.303 1.338 -1.530
H -0.813 2.330 2.119
H 3.288 0.451 1.179
H 3.738 -1.256 1.090
H 3.713 0.414 3.695
H 5.131 -0.065 2.775
H 4.169 -1.292 3.585
H 1.056 -3.106 3.107
H 0.507 -3.158 1.447
H -1.015 -1.803 3.784
H -1.472 -3.283 2.954
H -1.546 -1.739 2.108
H -0.639 2.761 4.003
H -0.584 2.950 6.423
H 0.446 1.183 7.809
H 1.443 -0.806 6.722
H 1.399 -1.035 4.327
Br 3.626 -4.712 -4.873
C 2.761 -3.811 -3.493
C 2.911 -4.217 -2.155
Br 3.979 -5.692 -1.746
C 2.254 -3.535 -1.117
Br 2.367 -4.113 0.661
C 1.486 -2.437 -1.436
O 0.674 -1.668 -0.578
C 1.341 -2.055 -2.761
O 0.468 -1.000 -2.905
C 1.937 -2.722 -3.802
Br 1.596 -2.125 -5.545
```

Formula: C15H18BiBr2F5O4Se
Source: the Open Molecules 2025 dataset
Level of theory: ωB97M-V/def2-TZVPD

Properties
Calculated total energy: -248877.68074 eV
Charge: +2
Frontier orbital gap: 7.5760 eV

Geometry as XYZ:
```
46
C15H18BiBr2F5O4Se | the Open Molecules 2025 dataset | ωB97M-V/def2-TZVPD
Bi 0.059 0.034 -0.986
C 0.682 1.675 1.959
C 0.373 2.661 0.850
O 0.883 2.262 -0.443
C 2.276 2.484 -0.701
C 3.183 1.321 -0.252
O 2.387 0.153 -0.015
C 3.155 -1.046 0.140
C 2.224 -2.267 0.017
O 0.833 -1.941 0.172
C 0.294 -1.961 1.514
C 0.627 -0.716 2.313
O 0.152 0.407 1.576
H 0.193 2.025 2.871
H 1.757 1.593 2.146
H 0.766 3.646 1.103
H -0.706 2.737 0.721
H 2.587 3.409 -0.215
H 2.354 2.627 -1.776
H 3.729 1.564 0.661
H 3.910 1.117 -1.041
H 3.655 -1.019 1.111
H 3.918 -1.101 -0.639
H 2.497 -3.024 0.751
H 2.310 -2.714 -0.971
H 0.658 -2.846 2.037
H -0.786 -2.050 1.391
H 1.703 -0.625 2.492
H 0.121 -0.778 3.279
Br -3.067 1.690 -0.682
C -4.104 0.069 -0.846
Br -2.985 -1.512 -0.914
H -4.669 0.115 -1.768
H -4.743 -0.010 0.023
F -1.533 0.816 -7.853
C -0.848 0.567 -6.762
C -1.492 0.514 -5.533
F -2.798 0.706 -5.439
C -0.750 0.259 -4.397
F -1.373 0.217 -3.190
C 0.609 0.058 -4.440
Se 1.696 -0.289 -2.904
C 1.243 0.110 -5.676
F 2.558 -0.082 -5.729
C 0.528 0.359 -6.835
F 1.144 0.406 -7.997
```

Which value of calculated total energy does entry 7 give?
-439078.59216 eV

Number 3 is which compound?
CHClI2

calculated total energy of number 4 (C23H62N16O9PS)?
-87249.83413 eV

Among the records above, which one has the lowest charge?
C17H22N3O4PPd